C10H16O | ωB97M-V with the def2-TZVPD basis set

Properties
HOMO-LUMO gap = 9.259 eV
E_LUMO = 0.9 eV
maximum force = 1.76 eV/Å
SMILES string = Cc1ccc(O)cc1.CCC
relative energy (zero: lowest compared OMol25 entry of this formula, charge and spin) = 83.60 kJ/mol

Positions of all 27 atoms, in Å:
C 1.88 -1.74 0.80
C 2.97 -1.24 -0.12
C 1.07 -2.85 0.12
H 2.33 -2.18 1.70
H 1.21 -0.96 1.14
H 3.67 -2.02 -0.46
H 0.72 -2.47 -0.85
H 1.65 -3.74 -0.14
H 3.53 -0.40 0.27
H 2.55 -0.87 -1.06
H 0.14 -3.09 0.63
C -2.43 -0.32 -2.19
C 0.22 1.70 -0.38
C -0.55 1.14 -1.39
C -0.18 1.51 0.94
C -1.60 0.28 -1.08
C -1.13 0.56 1.27
C -1.89 0.01 0.25
O 0.54 2.09 1.95
H 1.19 2.15 -0.60
H -0.31 1.28 -2.43
H 1.13 2.77 1.61
H -1.26 0.36 2.32
H -2.86 0.47 -2.81
H -3.26 -0.95 -1.86
H -2.73 -0.62 0.51
H -1.83 -0.94 -2.87